A structure of composition BH14NaO5, computed with the ωB97M-V functional and the def2-TZVPD basis.

Each line ends with the Löwdin charge.
CARTESIAN COORDINATES (ANGSTROEM)
Na1 -0.434522 -0.382993 0.063386  0.83
B1 3.310826 -0.582952 0.730612  -0.44
H1 3.360162 0.366560 0.220481  -0.12
H2 2.735187 -0.337955 1.609732  -0.12
H3 2.841958 -1.322920 0.100642  -0.12
H4 4.307199 -0.901842 0.994805  -0.10
O1 -1.743645 -1.477111 3.186155  -0.05
H5 -1.843393 -0.856994 3.908467  0.03
H6 -1.119562 -2.125956 3.511349  0.04
O2 -0.940574 -4.175967 -0.457548  -0.05
H7 -1.313364 -4.270208 -1.334112  0.03
H8 -0.875214 -5.071884 -0.126955  0.04
O3 1.594248 2.721485 -3.206556  -0.05
H9 0.678500 2.620259 -2.946955  0.01
H10 2.080543 2.705620 -2.382237  0.03
O4 -1.832164 2.966761 1.447157  -0.05
H11 -2.530401 3.036496 2.098192  0.03
H12 -1.100463 3.453165 1.826961  0.04
O5 -2.109972 1.069170 -2.851617  -0.05
H13 -2.704499 1.795998 -2.665952  0.04
H14 -2.360851 0.771267 -3.726006  0.04

Forces on the atoms, in the same order (eV/Å):
Na 0.7 -0.1 0.3
B -0.3 0.2 -0.1
H 0.3 3.9 -2.5
H -2.6 0.6 3.9
H -2.2 -3.2 -2.6
H 3.8 -1.3 1.1
O -0.1 0.1 -0.4
H 0.0 0.2 0.2
H 0.2 -0.2 0.1
O -0.1 0.4 0.1
H -0.1 -0.1 -0.2
H 0.1 -0.2 0.2
O 0.0 0.1 -0.2
H -0.3 0.0 0.0
H 0.3 -0.1 0.2
O 0.0 -0.3 -0.3
H -0.2 0.0 0.1
H 0.3 0.2 0.1
O 0.2 -0.1 0.4
H -0.2 0.2 0.1
H 0.0 -0.1 -0.3

Computed properties:
Net charge ... 0
Energy relative to the best compared isomer or geometry (same formula, charge and spin) ... 79.1 kcal per mole

---

A cluster of 10 separate species, C50H116N4O14 in total, computed with the ωB97M-V functional and the def2-TZVPD basis.

Each line ends with the Löwdin charge.
CARTESIAN COORDINATES (ANGSTROEM)
C1 4.156095 -15.083159 15.088264  -0.02
C2 5.213310 -15.648465 14.168391  -0.50
C3 4.617990 -16.712903 13.253797  -0.05
C4 5.710718 -14.619423 13.199518  -0.19
C5 6.606532 -13.563762 13.752769  -0.18
C6 7.764236 -14.273031 14.420629  -0.13
C7 7.291826 -15.205830 15.547539  -0.51
C8 8.528670 -15.981648 16.023210  -0.06
C9 6.670020 -14.502073 16.782501  -0.01
N1 6.417396 -16.213876 14.931694  -0.07
O1 5.829188 -17.113590 15.871687  -0.06
H1 3.156238 -15.362274 14.724563  0.09
H2 4.191805 -15.480296 16.129736  0.08
H3 4.230210 -13.980057 15.131696  0.08
H4 4.092096 -17.508877 13.777049  0.08
H5 3.906331 -16.282462 12.582161  0.07
H6 5.271753 -17.200887 12.534217  0.09
H7 6.257388 -15.048672 12.340641  0.13
H8 4.785694 -14.182946 12.740409  0.14
H9 6.943818 -12.872302 12.989023  0.11
H10 6.009407 -13.007106 14.500870  0.11
H11 8.564495 -13.677666 14.877726  0.12
H12 8.364039 -14.904806 13.745072  0.13
H13 9.340957 -15.356434 16.360988  0.08
H14 8.833371 -16.684472 15.244454  0.09
H15 8.318327 -16.620118 16.893002  0.07
H16 7.392388 -14.167430 17.594561  0.10
H17 5.990747 -15.214989 17.270792  0.06
H18 6.064539 -13.661372 16.498942  0.06
H19 6.214791 -17.972324 15.609788  0.12
C10 -0.320749 -10.436550 24.072872  -0.06
C11 1.064287 -10.329798 23.426286  -0.46
C12 1.343703 -8.798865 23.431523  -0.04
C13 2.165301 -11.047708 24.319226  -0.12
C14 2.144427 -12.591776 24.263317  -0.18
C15 2.284817 -12.995731 22.812465  -0.19
C16 1.226183 -12.406004 21.962955  -0.52
C17 1.619799 -12.671084 20.483977  -0.03
C18 -0.087903 -13.101023 22.202087  -0.02
N2 1.312668 -10.900214 22.050868  -0.04
O2 0.394398 -10.220667 21.108808  -0.03
H20 -0.517914 -9.887136 25.004662  0.08
H21 -1.138429 -10.105056 23.340776  0.10
H22 -0.686979 -11.491236 24.241902  0.08
H23 1.529360 -8.549889 24.439552  0.06
H24 2.221300 -8.535821 22.886461  0.06
H25 0.528433 -8.181109 23.131591  0.07
H26 3.192360 -10.831596 23.989552  0.11
H27 2.145960 -10.754913 25.371604  0.11
H28 2.911417 -13.045651 24.942963  0.12
H29 1.194698 -13.048215 24.656070  0.11
H30 2.272242 -14.054860 22.751409  0.09
H31 3.292684 -12.674179 22.380742  0.13
H32 1.736280 -13.756547 20.367648  0.08
H33 2.573646 -12.181360 20.257544  0.08
H34 0.865013 -12.378358 19.789372  0.07
H35 -0.069640 -13.717219 23.108520  0.08
H36 -0.286774 -13.771761 21.391620  0.07
H37 -0.904203 -12.353582 22.128123  0.09
H38 1.019438 -10.121934 20.382895  0.09
C19 11.709837 -17.623756 20.158834  -0.04
C20 11.024562 -18.446651 19.106605  -0.50
C21 11.109367 -17.655633 17.828904  -0.06
C22 11.563996 -19.888292 18.702555  -0.14
C23 11.421586 -20.955093 19.793523  -0.17
C24 9.924335 -21.040651 20.145741  -0.14
C25 9.273426 -19.682182 20.540650  -0.47
C26 7.724591 -19.860006 20.529612  -0.03
C27 9.785424 -19.266857 21.950290  -0.03
N3 9.543407 -18.727752 19.386620  -0.04
O3 9.030596 -17.419399 19.819710  -0.07
H39 12.658968 -17.210979 19.744883  0.10
H40 11.146012 -16.750421 20.378182  0.07
H41 12.059347 -18.163056 21.043842  0.07
H42 10.945847 -16.563857 18.105722  0.10
H43 12.153853 -17.714331 17.508692  0.09
H44 10.396643 -18.035632 17.111902  0.08
H45 10.982907 -20.224166 17.855800  0.11
H46 12.605574 -19.763120 18.406490  0.11
H47 11.764694 -21.920064 19.267486  0.13
H48 12.105572 -20.669190 20.638152  0.12
H49 9.778068 -21.663565 21.003890  0.11
H50 9.443648 -21.509365 19.336597  0.10
H51 7.273512 -18.917896 20.901094  0.08
H52 7.397668 -20.651694 21.191449  0.08
H53 7.528218 -20.153040 19.522450  0.07
H54 9.457321 -18.239555 22.101958  0.07
H55 10.831089 -19.348224 22.098200  0.05
H56 9.231300 -19.882254 22.707686  0.09
H57 8.159770 -17.428925 19.381754  0.09
C28 9.241734 -10.361010 20.442580  -0.06
C29 7.950415 -9.573953 20.271735  -0.50
C30 8.081464 -8.656970 19.034323  -0.01
C31 6.849591 -10.705685 20.175115  -0.12
C32 5.459577 -10.221270 20.403853  -0.19
C33 5.354496 -9.484427 21.710917  -0.16
C34 6.325764 -8.339447 21.885476  -0.49
C35 5.989242 -7.130064 21.038840  -0.04
C36 6.181078 -7.811074 23.346958  -0.03
N4 7.713145 -8.917449 21.580469  -0.03
O4 8.655860 -7.769527 21.694726  -0.04
H58 9.282121 -10.943036 21.341281  0.04
H59 9.398852 -11.085673 19.650748  0.08
H60 10.187182 -9.760329 20.355850  0.10
H61 8.839556 -7.891267 19.293713  0.10
H62 8.457139 -9.334237 18.285496  0.08
H63 7.160563 -8.262549 18.685781  0.05
H64 7.049355 -11.055257 19.177686  0.12
H65 7.084832 -11.411597 20.995156  0.11
H66 5.125915 -9.481206 19.580452  0.14
H67 4.817289 -11.049392 20.419749  0.07
H68 5.486218 -10.246553 22.496069  0.12
H69 4.322245 -9.068054 21.824118  0.12
H70 6.657632 -6.302812 21.215004  0.08
H71 4.982593 -6.769056 21.309192  0.10
H72 5.962676 -7.334966 20.006819  0.04
H73 5.101389 -7.758104 23.523515  0.07
H74 6.562530 -6.765166 23.399340  0.09
H75 6.617161 -8.488136 24.111801  0.08
H76 8.937023 -7.911550 22.588844  0.05
C37 6.693089 -19.125019 24.340476  -0.04
C38 6.109963 -17.751812 24.525605  -0.48
C39 7.152642 -16.640345 24.848741  -0.05
O5 5.234837 -17.452402 23.459432  -0.06
H77 7.390033 -19.157654 23.395632  0.09
H78 5.935052 -19.825464 24.036714  0.07
H79 7.257114 -19.522262 25.154171  0.07
H80 5.457101 -17.780646 25.432238  0.14
H81 7.641143 -16.355976 23.894081  0.06
H82 7.810750 -17.065449 25.600508  0.08
H83 6.732574 -15.707385 25.288556  0.09
H84 4.542357 -16.845817 23.699356  0.06
C40 10.018252 -15.231070 23.637478  -0.05
C41 11.005899 -14.107068 23.514025  -0.48
C42 10.573575 -13.039581 22.528923  -0.06
O6 11.366282 -13.508690 24.753016  -0.03
H85 9.568948 -15.558221 22.757525  0.05
H86 9.208190 -15.012315 24.360854  0.08
H87 10.442043 -16.099277 24.053626  0.07
H88 11.952801 -14.430180 23.062392  0.14
H89 10.399934 -13.396773 21.500481  0.09
H90 11.185844 -12.170604 22.583608  0.07
H91 9.570115 -12.659798 22.830959  0.08
H92 10.598071 -13.040726 25.044066  0.02
O7 2.490973 -16.665169 23.153257  -0.12
C43 1.389861 -17.527684 23.388144  -0.23
C44 1.814230 -18.928683 23.868408  -0.26
O8 2.795896 -19.459628 23.026338  -0.07
H93 2.861993 -16.879825 22.240561  0.09
H94 0.809835 -17.055512 24.232006  0.13
H95 0.713143 -17.542889 22.483485  0.13
H96 0.959567 -19.576324 23.875837  0.11
H97 2.103352 -18.899562 24.941412  0.12
H98 3.621740 -18.928812 23.106269  0.07
O9 2.732684 -17.980530 18.236831  -0.06
C45 3.818245 -18.450194 19.006891  -0.25
C46 4.400952 -17.238376 19.628774  -0.23
O10 3.420410 -16.362871 20.175013  -0.07
H99 2.129807 -18.717803 18.040888  0.11
H100 3.476241 -19.224494 19.725677  0.13
H101 4.626097 -18.933511 18.444423  0.12
H102 4.960532 -16.704940 18.820277  0.13
H103 5.035910 -17.641372 20.451750  0.13
H104 2.700554 -16.396726 19.556416  0.08
O11 8.933717 -11.838751 26.072704  -0.10
C47 9.868329 -10.771008 26.370252  -0.22
C48 9.325329 -9.481053 25.873355  -0.28
O12 9.209390 -9.273527 24.492757  -0.06
H105 9.019128 -12.498694 26.802690  0.11
H106 10.071103 -10.783153 27.426239  0.12
H107 10.760438 -10.998369 25.784537  0.12
H108 9.934840 -8.677829 26.299715  0.13
H109 8.356954 -9.242916 26.347394  0.12
H110 8.932936 -10.129320 24.116997  0.09
O13 7.697895 -14.426421 21.025336  -0.07
C49 6.699472 -14.068774 22.024608  -0.22
C50 5.367500 -14.543822 21.681345  -0.27
O14 4.877634 -13.927796 20.507332  -0.06
H111 7.322281 -14.236652 20.131359  0.08
H112 6.917624 -14.589636 22.923346  0.09
H113 6.608183 -13.003346 22.223807  0.11
H114 4.596775 -14.413813 22.462137  0.12
H115 5.450695 -15.586646 21.491244  0.08
H116 4.111460 -14.434959 20.229304  0.05

Forces on the atoms, in the same order (eV/Å):
C -0.9 0.3 1.0
C 1.5 -1.1 -0.1
C -0.2 -1.2 0.2
C -0.5 0.9 -2.0
C 0.0 0.5 1.1
C 0.7 -0.5 0.8
C 0.8 -0.5 1.2
C -0.5 -1.0 0.4
C 0.3 -0.2 0.8
N -1.7 0.3 -1.6
O 0.8 -0.6 0.2
H 0.2 0.3 0.0
H 0.1 0.3 -0.9
H -0.2 -0.5 0.1
H 0.0 0.0 0.3
H -0.8 0.7 -0.1
H 0.8 0.1 0.4
H -0.3 -0.4 0.4
H 0.7 -0.1 0.3
H 0.0 0.2 -0.1
H 0.6 0.1 -0.2
H -0.5 0.6 -0.1
H -0.6 0.1 -0.3
H 0.3 0.4 -0.2
H 0.3 0.3 -0.1
H -0.3 0.2 -0.1
H -0.5 -0.4 -1.3
H 0.3 0.2 0.0
H -0.2 0.5 0.0
H -0.3 0.6 0.2
C -2.7 -1.8 -1.4
C 1.3 0.5 0.5
C 0.3 -1.4 -0.2
C 0.1 -0.7 0.1
C -0.8 -0.2 0.7
C 2.6 0.9 0.4
C 0.0 1.0 -2.6
C 0.7 -0.7 0.8
C -1.2 0.8 0.2
N -1.1 0.4 1.5
O 0.8 -1.2 0.9
H 0.7 0.0 -0.3
H 1.3 0.0 0.8
H 0.8 0.8 0.2
H 0.3 0.4 1.4
H 0.7 0.1 -0.6
H -0.7 0.1 -0.6
H -0.4 0.6 -0.3
H -0.5 0.4 -0.1
H -0.3 0.5 -0.8
H 0.5 0.7 -0.3
H -0.2 -1.2 -0.4
H -1.1 -0.2 0.7
H 0.2 0.1 0.0
H -0.2 -0.1 -0.1
H -0.6 0.4 -0.4
H -0.4 0.5 0.0
H 0.0 -0.6 -0.5
H 0.2 -0.6 0.6
H -0.2 0.3 -0.2
C 2.4 -0.6 0.1
C -1.4 -2.2 -0.8
C 0.1 1.9 0.8
C 0.2 1.1 1.5
C 0.6 -0.1 -0.9
C 1.2 1.1 1.2
C 0.4 -0.6 -0.6
C 1.4 0.7 1.0
C -2.3 -0.1 -0.3
N 1.0 0.9 1.4
O -0.8 -0.8 -0.7
H -0.5 -0.4 0.0
H -0.7 0.5 0.6
H -0.5 0.2 0.0
H -0.2 -1.2 -0.8
H -0.2 -0.1 -0.4
H 0.0 0.2 -0.4
H -0.1 0.2 -0.5
H 0.1 -0.1 -0.1
H -0.4 1.1 1.3
H -0.7 -0.7 -0.5
H -0.1 -0.7 0.6
H -0.9 -0.4 -1.2
H -0.1 -0.5 -0.6
H 0.1 -0.3 0.2
H -0.8 0.2 -0.7
H 0.2 0.2 0.2
H 0.9 -0.2 0.1
H 0.7 0.4 -0.6
H 0.5 0.3 0.3
C 1.8 0.6 -0.9
C -0.6 -0.5 1.2
C 0.9 -0.8 1.4
C 1.4 1.5 0.5
C -0.1 2.6 -1.6
C -1.1 -0.2 0.4
C 1.2 -0.1 0.3
C -1.0 0.3 0.5
C 0.5 -0.2 -0.3
N -0.4 1.8 0.8
O -1.1 -1.1 -0.8
H -0.2 0.0 0.7
H -0.4 -0.2 -0.5
H -1.0 -0.1 0.4
H -0.6 -0.3 -0.5
H 0.4 0.1 -0.7
H -0.7 0.6 -0.2
H -0.3 -1.0 -0.3
H 0.1 0.0 -0.8
H 0.4 -1.3 0.9
H -1.2 -1.1 -0.2
H 0.1 0.4 0.2
H 0.7 -0.4 0.0
H 0.4 0.1 0.1
H 0.2 -0.2 0.0
H 0.0 -0.2 -1.3
H 0.1 0.0 0.1
H 0.0 -0.9 0.3
H 0.0 0.5 -0.5
H 0.6 0.0 0.9
C 1.3 0.1 -3.3
C -0.8 1.0 2.5
C -0.8 -0.1 -1.0
O 0.7 -0.7 -1.3
H -1.0 0.4 1.8
H -0.6 -0.3 0.3
H 0.3 0.0 0.7
H 0.4 -0.3 -0.3
H 0.1 -0.4 0.8
H 0.5 0.1 -0.2
H -0.1 -0.7 -0.4
H -0.5 0.5 0.5
C -0.4 0.7 2.0
C 1.0 0.6 -1.4
C -2.4 0.1 0.2
O 0.6 -0.7 -0.2
H -0.7 -0.1 -1.9
H 0.3 0.5 -0.5
H 1.0 -1.2 0.7
H 0.0 -0.6 0.5
H 0.4 0.0 0.4
H 0.9 0.5 -0.2
H 0.2 -0.2 -0.1
H -1.0 0.6 0.5
O 0.8 -0.5 -1.6
C -1.3 0.4 0.7
C 0.1 1.1 0.3
O 1.0 -0.1 -0.2
H -0.7 0.5 1.4
H 0.4 -0.4 -0.9
H 0.7 -0.2 0.8
H -0.5 -0.5 -0.4
H 0.4 0.2 -0.5
H -0.7 -0.3 0.1
O -0.7 -0.7 -0.7
C -0.5 -1.1 0.3
C 1.1 0.1 0.4
O 0.6 -0.2 0.8
H 0.4 0.5 0.0
H 0.0 0.6 0.0
H -0.2 0.1 -0.4
H 0.0 -0.2 0.8
H 0.0 0.9 -0.5
H -0.9 0.0 -0.6
O 0.2 -0.8 1.0
C -0.2 -1.1 -1.4
C -0.9 1.9 1.6
O 0.3 -1.2 -0.5
H -0.2 0.7 -1.0
H 0.2 0.4 0.4
H 0.5 0.1 0.3
H 0.4 0.0 -0.4
H -0.1 -0.6 -0.1
H -0.1 0.6 -0.2
O -1.1 0.6 0.0
C 0.7 0.5 -0.9
C -2.0 -0.5 -0.7
O 0.4 0.8 -0.4
H 0.2 -0.1 1.1
H 0.8 -0.2 0.9
H 0.6 0.3 -0.1
H 0.7 0.1 0.3
H 0.0 -1.2 0.0
H -0.1 -0.2 -0.1

Computed properties:
Net charge ... 0
SMILES ... CC1(C)CCCC(C)(C)N1O.CC1(C)CCCC(C)(C)N1O.CC1(C)CCCC(C)(C)N1O.CC1(C)CCCC(C)(C)N1O.CC(C)O.CC(C)O.OCCO.OCCO.OCCO.OCCO
Energy relative to the best compared isomer or geometry (same formula, charge and spin) ... 0.0 kcal per mole